Entry from OMol25: a structure of composition C43H36CoN3OP2S2Te (ωB97M-V/def2-TZVPD).

HOMO-LUMO gap (spin up / spin down)   5.22 / 6.07 eV
HOMO energy (spin up / spin down)   -1.469 / -2.315 eV
Strongest force on any atom   0.46 eV/A
Charge   -2
Spin multiplicity   5
ΔE to the lowest compared entry with this formula, charge and spin   0.0 kcal per mole

Each line ends with the Löwdin spin population.
Atoms and positions in Å:
Co: -0.468 -2.202 -0.871  2.6391
Te: -0.684 3.424 -0.059  0.0068
C: 1.262 4.320 -0.233  0.0022
C: 1.907 4.422 -1.462  0.0002
C: 3.163 5.007 -1.530  0.0000
N: 3.815 5.498 -0.476  0.0007
C: 3.194 5.403 0.699  0.0000
C: 1.939 4.835 0.869  0.0009
C: -0.298 1.408 0.213  0.0118
P: -0.472 0.584 1.771  0.0061
C: 1.124 0.813 2.672  0.0003
C: 1.354 0.067 3.828  0.0002
C: 2.553 0.172 4.520  0.0000
C: 3.553 1.019 4.055  0.0001
C: 3.343 1.754 2.895  0.0001
C: 2.138 1.648 2.213  0.0002
C: -1.518 1.703 2.797  0.0012
C: -1.049 2.652 3.701  0.0003
C: -1.930 3.470 4.398  0.0001
C: -3.297 3.357 4.197  0.0001
C: -3.781 2.411 3.302  0.0000
C: -2.899 1.587 2.620  0.0001
P: -0.447 0.282 -1.127  0.0680
C: -1.665 0.953 -2.316  0.0169
C: -1.326 1.569 -3.515  0.0072
C: -2.312 2.083 -4.348  0.0009
C: -3.648 1.986 -3.989  0.0015
C: -3.997 1.361 -2.798  0.0007
C: -3.012 0.841 -1.974  0.0027
C: 1.071 0.282 -2.126  0.2073
C: 1.143 -0.844 -3.118  0.0712
C: 2.378 -0.784 -3.953  0.2093
C: 3.417 0.047 -3.677  0.0229
C: 3.335 0.987 -2.620  0.3087
C: 2.140 1.090 -1.876  0.0154
H: 1.445 4.029 -2.359  -0.0003
H: 3.676 5.078 -2.486  0.0002
H: 3.729 5.801 1.557  0.0000
H: 1.497 4.788 1.857  0.0001
H: 0.588 -0.620 4.173  0.0001
H: 2.714 -0.419 5.414  0.0000
H: 4.495 1.093 4.587  0.0000
H: 4.123 2.405 2.515  0.0000
H: 1.982 2.191 1.288  0.0001
H: 0.018 2.759 3.857  0.0000
H: -1.543 4.208 5.093  0.0000
H: -3.983 4.001 4.735  0.0000
H: -4.847 2.307 3.142  0.0000
H: -3.278 0.839 1.930  0.0000
H: -0.282 1.662 -3.791  0.0030
H: -2.033 2.564 -5.279  0.0002
H: -4.417 2.390 -4.638  0.0001
H: -5.040 1.262 -2.520  0.0001
H: -3.284 0.329 -1.058  0.0006
H: 0.258 -0.802 -3.774  0.0256
H: 2.457 -1.504 -4.762  0.0124
H: 4.327 -0.008 -4.266  -0.0062
H: 4.170 1.640 -2.399  0.0221
H: 2.069 1.815 -1.072  -0.0050
S: -1.377 -3.633 0.747  0.0577
C: -2.882 -4.152 0.036  0.0028
C: -3.754 -4.914 0.815  0.0058
C: -4.953 -5.418 0.320  0.0011
C: -5.803 -6.188 1.172  0.0001
N: -6.490 -6.804 1.861  0.0000
C: -5.303 -5.144 -1.014  0.0029
C: -4.457 -4.362 -1.790  0.0070
C: -3.256 -3.833 -1.301  0.0088
S: -2.275 -2.841 -2.327  0.0822
C: -6.499 -5.674 -1.593  0.0005
N: -7.459 -6.106 -2.060  0.0010
H: -3.479 -5.122 1.841  0.0009
H: -4.732 -4.146 -2.814  0.0017
C: 3.614 -3.628 0.786  0.0003
C: 3.949 -2.272 0.149  0.0009
C: 2.835 -1.390 0.690  0.0020
O: 1.688 -2.230 0.679  0.0265
C: 2.098 -3.541 1.057  0.0029
H: 4.162 -3.759 1.722  0.0000
H: 3.863 -4.465 0.134  0.0001
H: 3.877 -2.323 -0.938  0.0003
H: 4.942 -1.906 0.416  0.0003
H: 2.611 -0.517 0.080  0.0006
H: 3.054 -1.065 1.717  0.0003
H: 1.510 -4.246 0.471  0.0013
H: 1.869 -3.705 2.116  0.0002
C: 1.013 -2.204 -2.360  0.1163
H: 1.998 -2.447 -1.943  0.0105
H: 0.766 -2.980 -3.095  0.0088